Entry 1:
# C2H8N2OP2

C2H8N2OP2 as an isolated structure in a non-equilibrium geometry (wB97M-V/def2-TZVPD, OMol25).

Calculated values
* E_HOMO: -8.618 eV
* relative energy (zero: lowest compared OMol25 entry of this formula, charge and spin): 0.0 kcal per mole
* gap between HOMO and LUMO: 9.07 eV
* E_LUMO: 0.4536 eV

Structure (ORCA input):
```
! RIJCOSX wB97M-V def2-TZVPD def2/J DEFGRID3
* xyz 0 1
C -0.69 -1.34 0.60
C -1.53 0.34 -0.74
N 1.89 1.13 -0.30
N -0.42 -0.05 0.10
O 2.44 -1.19 0.52
P 2.86 -0.21 -0.48
P 0.74 0.79 1.02
H 0.11 -1.65 1.30
H -1.61 -1.30 1.12
H -0.79 -1.97 -0.28
H -1.38 1.42 -0.83
H -1.37 -0.07 -1.69
H -2.50 0.04 -0.31
H 2.06 1.96 -0.90
H 0.19 2.11 0.88
*
```

Entry 2:
# C6H10N2S2

A 2-piece molecular cluster, C6H10N2S2 overall in a non-equilibrium geometry (wB97M-V/def2-TZVPD, OMol25).

Calculated values
* E_HOMO: -8.749 eV
* relative energy (zero: lowest compared OMol25 entry of this formula, charge and spin): 93.5 kcal per mole
* gap between HOMO and LUMO: 9.33 eV
* E_LUMO: 0.5784 eV

Structure (ORCA input):
```
! RIJCOSX wB97M-V def2-TZVPD def2/J DEFGRID3
* xyz 0 1
C -2.57 -1.04 -0.91
C -1.57 -0.10 -0.81
C -2.69 -1.66 0.30
C -1.00 0.05 0.41
C 1.86 -0.99 0.06
C 2.36 -1.32 -1.13
N -0.90 2.40 1.56
N 0.20 2.04 -0.74
S -1.68 -1.02 1.51
S 0.08 1.41 0.88
H -3.20 -1.32 -1.69
H -1.20 0.60 -1.61
H -3.21 -2.52 0.57
H 2.28 -0.10 0.53
H 1.16 -1.50 0.70
H 0.91 1.52 -1.23
H 3.02 -0.64 -1.64
H 2.33 -2.39 -1.47
H -1.73 2.38 1.12
H 0.18 3.05 -0.54
*
```

Entry 3:
# C25H32N2O2S5Si2Ti

C25H32N2O2S5Si2Ti as an isolated structure (wB97M-V/def2-TZVPD, OMol25).

Calculated values
* E_HOMO (alpha / beta): -0.058 / -1.932 eV
* relative energy (zero: lowest compared OMol25 entry of this formula, charge and spin): 1.3 kcal per mole
* expectation value of S²: 2.024
* gap between HOMO and LUMO (alpha / beta): 4.31 / 6.18 eV
* E_LUMO (alpha / beta): 4.2484 / 4.2484 eV

Structure (ORCA input):
```
! RIJCOSX wB97M-V def2-TZVPD def2/J DEFGRID3
* xyz -2 3
Ti 0.26 -0.03 0.01
S -1.36 6.84 -2.40
C -1.05 5.29 -1.84
S -1.42 3.87 -2.71
C -0.93 2.69 -1.53
C -0.50 3.20 -0.35
S -0.01 2.28 1.04
S -0.51 4.94 -0.26
S -1.02 1.00 -1.93
O -3.31 -6.26 0.25
C -1.97 -6.14 0.71
N -1.24 -5.07 0.11
C -0.43 -5.26 -1.00
O -0.24 -6.38 -1.48
C 0.17 -4.03 -1.56
C 0.61 -3.99 -2.92
C 1.07 -2.74 -3.36
C 1.07 -1.64 -2.55
N 0.63 -1.67 -1.23
C 0.25 -2.90 -0.79
H -3.75 -5.41 0.35
H -1.47 -7.07 0.45
H -1.97 -5.99 1.79
H -1.48 -4.13 0.35
H 0.57 -4.86 -3.55
H 1.43 -2.62 -4.38
H 1.38 -0.66 -2.92
H -0.02 -2.94 0.25
C -1.26 -1.07 1.09
C -2.23 -1.81 1.15
C -3.35 -2.69 1.09
C -3.92 -3.01 -0.14
C -4.96 -3.93 -0.22
C -5.45 -4.55 0.93
C -4.88 -4.24 2.16
C -3.84 -3.32 2.24
H -3.53 -2.54 -1.03
H -5.39 -4.17 -1.19
H -6.25 -5.27 0.86
H -5.24 -4.72 3.06
H -3.39 -3.09 3.20
C 4.96 0.21 -0.29
Si 3.32 0.99 0.25
C 2.65 1.78 -1.34
C 3.76 2.41 1.40
C 2.24 -0.31 0.97
Si 2.15 -0.62 2.78
C 1.46 -2.35 3.08
C 1.08 0.58 3.76
C 3.83 -0.61 3.67
H 5.59 0.93 -0.83
H 4.77 -0.64 -0.95
H 5.53 -0.16 0.57
H 2.61 2.87 -1.22
H 1.66 1.49 -1.69
H 3.33 1.56 -2.17
H 4.25 3.20 0.83
H 4.43 2.11 2.20
H 2.85 2.84 1.84
H 2.58 -1.27 0.55
H 0.42 -2.39 2.74
H 1.49 -2.62 4.14
H 2.02 -3.10 2.51
H 0.04 0.55 3.43
H 1.42 1.61 3.68
H 1.11 0.29 4.82
H 4.54 -1.28 3.18
H 3.71 -0.94 4.71
H 4.28 0.39 3.69
*
```

Entry 4:
# Cl2H4LiO2

Cl2H4LiO2 as an isolated structure in a non-equilibrium geometry (wB97M-V/def2-TZVPD, OMol25).

Calculated values
* E_HOMO: -3.617 eV
* relative energy (zero: lowest compared OMol25 entry of this formula, charge and spin): 107.7 kcal per mole
* gap between HOMO and LUMO: 6.30 eV
* E_LUMO: 2.6860 eV

Structure (ORCA input):
```
! RIJCOSX wB97M-V def2-TZVPD def2/J DEFGRID3
* xyz -1 1
Li -0.41 0.15 0.09
Cl -1.18 -0.40 -1.40
Cl -1.51 0.40 1.52
O 0.60 1.19 -0.13
H 0.41 2.12 -0.03
H 1.39 1.16 -0.67
O 0.11 -1.34 0.52
H -0.25 -2.15 0.15
H 0.86 -1.14 -0.04
*
```

Entry 5:
# C32H52MoN5P2S2

C32H52MoN5P2S2 as an isolated structure in a non-equilibrium geometry (wB97M-V/def2-TZVPD, OMol25).

Calculated values
* E_HOMO (alpha / beta): -16.167 / -16.167 eV
* expectation value of S²: 2.039
* gap between HOMO and LUMO (alpha / beta): 5.72 / 6.07 eV
* E_LUMO (alpha / beta): -10.4428 / -10.0942 eV

Structure (ORCA input):
```
! RIJCOSX wB97M-V def2-TZVPD def2/J DEFGRID3
* xyz 3 3
Mo 0.04 -1.08 -0.48
S -1.64 -2.67 -0.72
C -0.29 -3.82 -0.66
C -0.34 -5.19 -0.79
C 0.88 -5.87 -0.74
C 2.07 -5.18 -0.58
C 2.03 -3.80 -0.46
N 0.86 -3.14 -0.50
H -1.28 -5.70 -0.92
H 0.89 -6.95 -0.84
H 3.02 -5.69 -0.54
H 2.92 -3.22 -0.32
C 2.55 -1.55 -3.20
P 1.83 -0.36 -2.06
C 1.13 0.98 -3.09
N 1.81 1.30 -4.16
C 1.41 2.40 -4.84
C 2.11 2.80 -6.00
C 1.70 3.91 -6.66
C 0.59 4.68 -6.20
C -0.10 4.32 -5.08
C 0.30 3.16 -4.38
N -0.40 2.78 -3.28
C -0.01 1.69 -2.66
P -1.09 1.10 -1.29
C -1.35 2.58 -0.28
C -2.73 0.72 -2.10
C -2.46 -0.28 -3.23
C -3.66 0.18 -1.00
C -3.39 1.98 -2.69
C 3.18 0.46 -1.07
C 2.55 1.56 -0.21
C 3.84 -0.60 -0.17
C 4.22 1.06 -2.02
H 3.04 -0.96 -3.98
H 1.78 -2.16 -3.65
H 3.28 -2.19 -2.70
H 2.95 2.21 -6.34
H 2.23 4.24 -7.55
H 0.29 5.56 -6.76
H -0.95 4.89 -4.73
H -1.66 3.36 -0.97
H -0.43 2.89 0.22
H -2.13 2.41 0.47
H -1.65 -0.98 -3.04
H -2.21 0.24 -4.15
H -3.35 -0.89 -3.42
H -3.24 -0.63 -0.40
H -4.58 -0.19 -1.46
H -3.95 0.98 -0.31
H -2.76 2.49 -3.41
H -3.69 2.69 -1.92
H -4.29 1.65 -3.20
H 1.79 1.18 0.48
H 2.10 2.34 -0.82
H 3.32 2.02 0.40
H 3.13 -1.08 0.52
H 4.60 -0.12 0.45
H 4.35 -1.37 -0.75
H 3.81 1.86 -2.63
H 4.66 0.31 -2.68
H 5.02 1.47 -1.41
C -0.95 -2.59 5.83
C -1.39 -3.88 5.14
C -2.42 -3.71 4.02
C -1.93 -2.96 2.79
N -1.84 -1.51 3.06
C -0.89 -0.65 2.75
S 0.52 -1.23 1.82
N -0.91 0.58 3.21
C 0.13 1.62 3.05
C -0.33 2.93 3.67
C -0.16 3.02 5.19
C -0.95 1.99 5.99
H -0.37 -2.81 6.72
H -1.82 -2.00 6.16
H -0.32 -1.95 5.19
H -1.82 -4.54 5.88
H -0.51 -4.40 4.74
H -3.32 -3.22 4.41
H -2.74 -4.69 3.68
H -2.63 -3.10 1.96
H -0.95 -3.31 2.48
H -2.56 -1.16 3.68
H -1.65 0.82 3.86
H 0.32 1.74 1.99
H 1.05 1.27 3.52
H -1.38 3.10 3.40
H 0.24 3.73 3.20
H -0.46 4.02 5.50
H 0.91 2.94 5.43
H -2.02 2.01 5.73
H -0.88 2.19 7.06
H -0.57 0.97 5.84
*
```

Entry 6:
# C14H17ClHfNO5PS

C14H17ClHfNO5PS as an isolated structure in a non-equilibrium geometry (wB97M-V/def2-TZVPD, OMol25).

Calculated values
* E_HOMO: -14.603 eV
* relative energy (zero: lowest compared OMol25 entry of this formula, charge and spin): 11.4 kcal per mole
* gap between HOMO and LUMO: 7.42 eV
* E_LUMO: -7.1864 eV

Structure (ORCA input):
```
! RIJCOSX wB97M-V def2-TZVPD def2/J DEFGRID3
* xyz 2 1
Hf -0.33 -0.84 -0.36
S 3.90 -1.98 0.93
C 3.99 -2.00 -0.77
C 2.81 -1.65 -1.38
C 1.76 -1.35 -0.47
C 2.22 -1.51 0.85
C 1.36 -1.38 2.00
C 1.80 -1.56 3.32
C 0.89 -1.48 4.36
C -0.45 -1.22 4.07
C -0.82 -1.00 2.76
N 0.05 -1.07 1.74
H 4.90 -2.27 -1.26
H 2.72 -1.62 -2.46
H 2.84 -1.78 3.49
H 1.22 -1.63 5.38
H -1.19 -1.19 4.86
H -1.85 -0.76 2.50
Cl -3.89 -1.06 -2.90
C -3.84 -2.08 -1.43
C -2.52 -1.70 -0.85
O -1.45 -2.21 -1.31
O -2.40 -0.80 0.03
H -3.88 -3.13 -1.74
H -4.68 -1.81 -0.79
C -1.72 4.13 -0.34
O -1.53 2.83 -0.94
P -0.40 1.84 -0.48
O 0.88 2.69 -0.90
C 2.23 2.39 -0.57
O -0.57 0.69 -1.76
C -1.03 0.98 -3.12
H -2.36 4.69 -1.02
H -0.76 4.64 -0.23
H -2.22 4.03 0.62
H 2.73 3.34 -0.37
H 2.72 1.92 -1.43
H 2.30 1.74 0.30
H -0.17 1.00 -3.79
H -1.54 1.94 -3.14
H -1.72 0.19 -3.41
*
```